*A*
# C45H95N5O5

A cluster of 5 separate species, C45H95N5O5 in total (ωB97M-V/def2-TZVPD, OMol25).

As for the multiplicity: 1. The SMILES is CC1(C)CCCC(C)(C)N1O.CC1(C)CCCC(C)(C)N1O.CC1(C)CCCC(C)(C)N1O.CC1(C)CCCC(C)(C)N1O.CC1(C)CCCC(C)(C)N1O. The HOMO energy is -8.05 eV. Its HOMO-LUMO gap is 8.43 eV. As for the LUMO energy: 0.38 eV.

Last column: Mulliken charge in e.
Element x y z (Å)
C -4.95685 -0.92739 6.73113  -1.86
C -6.12445 -1.95238 6.19387  1.45
C -7.20663 -1.00437 5.61173  -1.57
C -5.39059 -2.77627 5.06424  -1.16
C -6.35780 -3.93815 4.65216  -0.78
C -6.65476 -4.83385 5.88730  -1.20
C -7.34156 -4.01994 7.07028  1.72
C -8.74562 -3.52611 6.61636  -1.85
C -7.53724 -5.01919 8.20719  -1.91
N -6.50839 -2.86252 7.36806  0.05
O -7.08880 -2.03842 8.33871  -0.44
H -4.36348 -0.46781 5.94069  0.44
H -5.09627 -0.20189 7.53258  0.37
H -4.15662 -1.58594 7.06885  0.51
H -7.35653 -1.02632 4.53230  0.36
H -8.22869 -1.12169 5.97190  0.24
H -7.01023 0.06551 5.68155  0.41
H -5.36860 -2.18729 4.14733  0.36
H -4.42167 -3.21033 5.31097  0.41
H -7.28193 -3.56218 4.21315  0.34
H -5.80916 -4.46140 3.86902  0.42
H -5.67355 -4.99451 6.33398  0.39
H -7.09227 -5.82941 5.81299  0.43
H -9.40988 -4.37265 6.44253  0.41
H -8.61575 -3.29790 5.55846  0.51
H -9.24560 -2.63572 6.99759  0.36
H -7.76127 -6.04036 7.89876  0.38
H -8.42714 -4.67963 8.73717  0.41
H -6.65861 -5.09587 8.84768  0.43
H -6.44911 -2.13620 9.04782  0.37
C 2.24123 -7.99419 -1.38162  -1.70
C 1.32739 -6.87641 -0.70318  1.53
C 2.15453 -5.64377 -0.59266  -1.85
C 0.23725 -6.52966 -1.72383  -1.32
C -0.92722 -5.83102 -1.04813  -0.72
C -1.44354 -6.62639 0.16745  -1.01
C -0.52231 -7.72991 0.80697  1.29
C -0.95378 -7.70333 2.35757  -1.82
C -0.68554 -9.11818 0.32048  -1.72
N 0.77328 -7.14156 0.61639  0.19
O 1.61439 -7.73832 1.40343  -0.51
H 3.27828 -7.89506 -1.06101  0.40
H 1.92165 -8.95874 -0.98713  0.41
H 2.15793 -8.01682 -2.46819  0.33
H 2.93181 -5.57866 0.16872  0.45
H 2.64309 -5.44299 -1.54612  0.41
H 1.42320 -4.87862 -0.33224  0.39
H 0.69905 -5.74961 -2.32911  0.47
H 0.01063 -7.36761 -2.38304  0.44
H -0.75452 -4.76614 -0.89226  0.34
H -1.61673 -5.80655 -1.89198  0.35
H -2.25279 -7.29495 -0.12625  0.40
H -1.89826 -6.01791 0.94917  0.41
H -0.49331 -6.95410 3.00157  0.39
H -0.45991 -8.55340 2.82829  0.43
H -2.03599 -7.73943 2.48250  0.41
H 0.05009 -9.74405 0.82569  0.42
H -0.43098 -9.25164 -0.73094  0.36
H -1.66913 -9.51318 0.57468  0.44
H 1.97290 -6.98410 1.87694  0.39
C 5.42167 5.27145 2.66565  -1.81
C 5.91886 6.72709 2.40529  1.84
C 7.20085 6.74548 1.55795  -1.87
C 4.83386 7.30561 1.49527  -1.45
C 3.52529 7.58637 2.18222  -0.76
C 3.87223 8.61219 3.27351  -1.41
C 4.85396 8.18612 4.33268  1.47
C 5.23228 9.49861 5.07295  -1.83
C 4.20891 7.16757 5.32643  -1.51
N 5.98491 7.56270 3.64942  0.25
O 6.87676 7.07175 4.65316  -0.49
H 5.75684 4.55731 1.91348  0.42
H 5.96279 5.08404 3.59310  0.43
H 4.39469 5.07433 2.97316  0.31
H 7.71475 7.69380 1.71510  0.44
H 7.96529 5.99464 1.75791  0.37
H 6.94025 6.73563 0.49959  0.40
H 5.14961 8.11494 0.83695  0.45
H 4.68219 6.56610 0.70900  0.54
H 2.71414 7.89667 1.52355  0.42
H 3.00484 6.82319 2.76082  0.26
H 2.99680 9.06041 3.74341  0.57
H 4.19785 9.34830 2.53853  0.30
H 4.30623 9.97476 5.39512  0.38
H 5.76034 10.12710 4.35584  0.41
H 5.94218 9.14370 5.82006  0.44
H 3.54259 7.72744 5.98268  0.43
H 4.86081 6.60225 5.99243  0.32
H 3.72964 6.43429 4.67783  0.31
H 7.68622 7.54466 4.44644  0.35
C 0.94572 3.08240 -1.47168  -1.92
C -0.56906 2.87687 -1.26856  1.60
C -1.34393 4.19023 -1.49172  -1.74
C -0.98050 1.87756 -2.37732  -1.24
C -2.42944 1.34164 -2.17826  -0.69
C -2.48189 0.59734 -0.88195  -0.91
C -1.91860 1.31615 0.42811  1.53
C -3.13024 2.06993 1.07172  -1.57
C -1.30858 0.28363 1.39026  -1.87
N -0.81486 2.25336 0.02632  0.33
O -0.49795 3.23623 1.09531  -0.53
H 1.09278 3.66190 -2.38308  0.37
H 1.45652 3.65738 -0.69930  0.42
H 1.60703 2.21594 -1.46891  0.41
H -1.10233 4.73134 -2.40657  0.44
H -2.42765 4.09744 -1.56274  0.35
H -1.30293 4.82748 -0.60836  0.37
H -1.07354 2.44293 -3.30458  0.39
H -0.25181 1.08495 -2.54725  0.41
H -3.07124 2.21692 -2.07787  0.29
H -2.68322 0.73201 -3.04547  0.40
H -1.85150 -0.27942 -1.03033  0.31
H -3.53102 0.30194 -0.86943  0.37
H -2.82103 2.48580 2.03065  0.29
H -4.12554 1.72911 1.35688  0.35
H -3.34081 2.81428 0.30380  0.38
H -1.90597 -0.62525 1.46208  0.38
H -0.97020 0.70341 2.33757  0.33
H -0.42698 -0.10508 0.88057  0.45
H 0.33684 2.96613 1.48488  0.31
C 3.53373 0.77923 -6.41389  -1.66
C 3.42612 0.95038 -7.97981  1.67
C 4.00516 2.33002 -8.32017  -1.87
C 4.32547 -0.14768 -8.65095  -1.37
C 3.98718 -0.42019 -10.06956  -0.87
C 2.43711 -0.70328 -10.15342  -1.10
C 1.51562 0.40054 -9.74991  1.22
C 1.40614 1.59776 -10.77030  -1.54
C 0.13649 -0.27708 -9.52135  -1.71
N 2.00858 0.84199 -8.35192  0.19
O 1.08394 1.68761 -7.77798  -0.42
H 3.55350 1.76343 -5.94586  0.33
H 2.60824 0.36000 -6.01915  0.40
H 4.41207 0.18177 -6.16961  0.37
H 5.05736 2.37806 -8.03972  0.43
H 3.98252 2.58450 -9.37980  0.37
H 3.39884 3.09425 -7.83393  0.43
H 5.38125 0.12270 -8.63276  0.49
H 4.22797 -1.11844 -8.16492  0.42
H 4.30955 0.46666 -10.61515  0.35
H 4.64062 -1.17753 -10.50264  0.40
H 2.24232 -1.65751 -9.66393  0.35
H 2.32540 -0.73575 -11.23719  0.51
H 1.26482 1.33190 -11.81789  0.37
H 2.25826 2.27281 -10.69092  0.29
H 0.56496 2.22508 -10.47538  0.46
H 0.27073 -0.96713 -8.68834  0.42
H 0.02733 -0.85048 -10.44189  0.42
H -0.70438 0.41343 -9.45627  0.29
H 1.04302 2.43624 -8.37754  0.34

=====

*B*
# C45H95N5O5

A cluster of 5 separate species, C45H95N5O5 in total (ωB97M-V/def2-TZVPD, OMol25).

As for the multiplicity: 1. The SMILES is CC1(C)CCCC(C)(C)N1O.CC1(C)CCCC(C)(C)N1O.CC1(C)CCCC(C)(C)N1O.CC1(C)CCCC(C)(C)N1O.CC1(C)CCCC(C)(C)N1O. The HOMO energy is -8.14 eV. Its HOMO-LUMO gap is 8.69 eV. As for the LUMO energy: 0.55 eV.

Last column: Mulliken charge in e.
Element x y z (Å)
C 1.62129 -2.24196 2.02947  -1.72
C 1.01396 -0.95590 1.48978  1.89
C 1.77980 -0.45817 0.24037  -1.57
C -0.42546 -1.21473 1.06483  -0.15
C -1.40714 -0.05464 1.06874  -0.30
C -1.27208 0.96667 2.20216  -1.30
C 0.20666 1.25614 2.50746  1.50
C 0.66391 2.42773 1.62681  -2.08
C 0.19974 1.75557 3.97579  -2.09
N 1.00969 0.02421 2.57247  1.43
O 2.31778 0.35182 2.99802  -0.62
H 2.64684 -2.19674 2.40523  0.41
H 1.03950 -2.64417 2.86296  0.24
H 1.68553 -2.98544 1.22957  0.16
H 2.69582 0.05986 0.52248  0.22
H 2.06615 -1.26827 -0.43516  0.39
H 1.07799 0.16092 -0.31969  0.22
H -0.38390 -1.53295 0.02020  -0.73
H -0.83447 -2.06371 1.61926  0.76
H -1.33492 0.59390 0.18397  -0.52
H -2.40883 -0.48803 1.01567  0.61
H -1.72548 0.48370 3.07340  0.13
H -1.79088 1.83362 1.80177  0.53
H 0.12849 3.33886 1.89600  0.60
H 0.49008 2.30027 0.55413  0.11
H 1.73336 2.63559 1.70702  0.46
H 1.22392 2.09973 4.16898  0.57
H 0.03579 0.96841 4.70881  0.22
H -0.35314 2.66324 4.22301  0.32
H 2.38068 -0.04386 3.87419  0.35
C 0.01589 -3.55446 6.25223  -1.42
C -0.50029 -2.24883 6.86907  1.88
C 0.62806 -1.36516 7.31794  -1.74
C -1.21866 -1.42835 5.72519  -0.65
C -2.50568 -2.05352 5.21637  -0.49
C -3.48400 -2.31975 6.36045  -1.74
C -2.84658 -2.88342 7.66055  1.92
C -3.80254 -2.40758 8.73228  -2.17
C -2.88663 -4.42113 7.64824  -1.82
N -1.49656 -2.35588 7.92498  0.12
O -0.91032 -2.99967 9.05900  -0.51
H 0.71207 -4.06544 6.92510  0.41
H -0.71702 -4.32555 6.01110  0.23
H 0.55268 -3.43734 5.30639  0.22
H 1.30241 -1.88588 7.99791  0.38
H 1.21140 -1.09024 6.42775  0.25
H 0.37006 -0.36807 7.67681  0.43
H -1.52840 -0.50214 6.21585  0.54
H -0.44372 -1.28140 4.97466  -0.34
H -3.07135 -1.35420 4.59485  0.32
H -2.37707 -3.01282 4.71148  0.38
H -4.27457 -3.03588 6.09528  0.47
H -4.20191 -1.52535 6.58518  0.47
H -3.90011 -1.32749 8.83049  0.45
H -3.50279 -2.73583 9.74445  0.48
H -4.77596 -2.90230 8.72423  0.43
H -2.19333 -4.89142 8.34903  0.34
H -2.57559 -4.83693 6.68760  0.35
H -3.87166 -4.80596 7.91344  0.45
H -1.12851 -2.36590 9.75095  0.38
C -1.09419 1.57409 -6.64380  -1.93
C -0.65962 2.34845 -5.36580  1.50
C -0.76532 3.83099 -5.60997  -1.88
C -1.65372 1.93081 -4.23041  -1.36
C -1.38768 0.52040 -3.71341  -0.52
C 0.06578 0.44938 -3.27383  0.49
C 1.08430 0.74914 -4.36400  1.82
C 2.48115 0.79453 -3.79583  -1.91
C 1.00102 -0.38104 -5.42629  -1.86
N 0.73853 2.01381 -4.97427  1.10
O 1.66201 2.42882 -5.95773  -0.54
H -1.46576 0.59553 -6.34791  0.37
H -1.95086 2.00356 -7.17100  0.48
H -0.26749 1.53842 -7.35126  0.30
H 0.05407 4.16791 -6.25491  0.45
H -1.61720 4.21388 -6.16946  0.37
H -0.65755 4.31474 -4.63493  0.24
H -1.67921 2.65994 -3.41982  0.26
H -2.63904 1.94284 -4.70504  0.43
H -1.90510 0.45267 -2.74730  0.40
H -1.78612 -0.30801 -4.29612  0.35
H 0.36393 -0.56350 -2.98719  -0.71
H 0.09100 1.12182 -2.41217  -0.24
H 2.72611 1.69030 -3.21988  0.30
H 3.29952 0.71613 -4.51666  0.38
H 2.65266 -0.06788 -3.14286  0.33
H 1.47986 -1.32292 -5.11749  0.37
H 1.56459 -0.08490 -6.31084  0.42
H 0.00289 -0.75313 -5.63906  0.26
H 1.93052 3.30162 -5.65155  0.34
C 1.58735 -5.20222 -2.38162  -1.74
C 0.12454 -4.74350 -2.74408  2.59
C -0.13899 -3.46441 -1.99670  -3.17
C 0.12773 -4.52383 -4.27383  -1.04
C 0.09617 -5.83111 -5.04666  -0.82
C -1.00816 -6.77640 -4.54320  -1.38
C -0.96225 -7.06716 -3.01945  1.66
C -2.36531 -7.63558 -2.79528  -1.98
C 0.14479 -8.05387 -2.75053  -1.72
N -0.93073 -5.73627 -2.40229  0.28
O -1.01218 -5.81462 -0.96006  -0.50
H 2.02220 -4.51098 -1.65477  0.34
H 1.68502 -6.16367 -1.87895  0.43
H 2.26511 -5.19048 -3.23541  0.30
H -0.18437 -3.38862 -0.91397  0.83
H 0.65874 -2.73546 -2.20739  0.21
H -0.95816 -2.86968 -2.42535  0.47
H -0.78133 -3.99246 -4.57116  0.34
H 1.03154 -3.97643 -4.53546  0.37
H -0.10639 -5.69538 -6.10996  0.46
H 1.02543 -6.40514 -4.96535  0.29
H -0.95308 -7.73040 -5.07137  0.51
H -1.95079 -6.32714 -4.86835  0.43
H -2.51966 -7.91028 -1.74138  0.40
H -2.47595 -8.61621 -3.27334  0.43
H -3.26167 -7.08789 -3.07650  0.38
H -0.03802 -8.99423 -3.27192  0.41
H 0.07537 -8.23457 -1.67148  0.38
H 1.14021 -7.74239 -3.05097  0.38
H -1.79582 -5.26359 -0.85942  0.35
C 1.70730 6.04468 -3.19500  -1.95
C 2.37952 6.85929 -2.08624  2.12
C 3.91074 6.92029 -2.28500  -1.96
C 1.84549 8.32310 -2.25632  -1.61
C 0.55390 8.63727 -1.49707  -0.66
C 0.73708 8.18478 -0.02766  -1.45
C 1.03332 6.68117 0.12236  1.48
C 1.56827 6.60002 1.56564  -1.69
C -0.27990 5.93457 -0.08607  -1.19
N 2.16311 6.30202 -0.74011  0.30
O 2.41638 4.91035 -0.67261  -0.39
H 0.81215 6.48829 -3.63584  0.36
H 2.29043 5.69087 -4.05284  0.34
H 1.37957 5.06537 -2.82115  0.40
H 4.26089 5.91858 -2.52348  0.42
H 4.14087 7.66813 -3.04684  0.41
H 4.36910 7.34081 -1.38910  0.44
H 2.60819 9.01226 -1.88507  0.47
H 1.62220 8.43170 -3.31529  0.49
H 0.20520 9.66300 -1.59794  0.43
H -0.20095 8.01905 -1.99851  0.27
H -0.18398 8.49372 0.46903  0.54
H 1.52253 8.81515 0.39465  0.36
H 1.68543 5.55417 1.86794  0.27
H 0.73464 6.92721 2.19816  0.40
H 2.46562 7.18223 1.73576  0.43
H -0.22935 4.87797 0.18165  -0.03
H -0.57007 5.94927 -1.13884  0.31
H -1.07418 6.41471 0.48481  0.41
H 3.25608 4.91181 -0.19855  0.33

=====

Energies, relative to the best one, in kJ/mol: *A* 442.3; *B* 0.0.